{
  "formula": "C50H52BiBrN6O3P",
  "method": "ωB97M-V/def2-TZVPD",
  "lumo_energy_ev": [-4.50, -4.52],
  "total_charge": 1,
  "e_tot_ha": -5620.28441,
  "homo_lumo_gap_ev": [4.12, 4.11],
  "homo_energy_ev": [-8.63, -8.63],
  "symbols": ["Bi", "C", "O", "C", "C", "C", "C", "C", "C", "N", "N", "C", "C", "O", "C", "C", "C", "C", "C", "C", "C", "C", "H", "H", "H", "H", "H", "H", "H", "H", "H", "H", "H", "H", "H", "O", "C", "C", "C", "N", "C", "Br", "C", "H", "H", "H", "H", "C", "C", "C", "P", "C", "C", "C", "C", "C", "C", "C", "C", "C", "C", "N", "C", "C", "C", "C", "C", "C", "C", "C", "C", "H", "H", "H", "H", "H", "H", "H", "H", "H", "H", "H", "H", "H", "H", "H", "H", "H", "H", "H", "H", "H", "H", "H", "H", "H", "H", "H", "H", "H", "H", "H", "N", "C", "C", "C", "C", "C", "N", "C", "H", "H", "H", "H"],
  "coordinates": [[-1.243, -0.530, 0.529], [-0.964, -2.698, 3.268], [-0.459, -2.345, 1.930], [0.838, -2.693, 1.358], [1.745, -3.731, 2.139], [1.850, -5.032, 1.473], [1.481, -5.298, 0.171], [0.948, -4.279, -0.639], [0.522, -3.101, -0.031], [-0.410, -2.335, -0.711], [-0.663, -2.737, -1.945], [-1.834, -2.582, -2.568], [-3.015, -2.088, -1.874], [-2.947, -1.594, -0.687], [-4.239, -2.452, -2.471], [-4.305, -2.848, -3.795], [-3.173, -3.119, -4.569], [-3.271, -3.429, -5.934], [-2.144, -3.738, -6.662], [-0.871, -3.706, -6.082], [-0.726, -3.319, -4.755], [-1.880, -3.057, -3.960], [-1.475, -1.727, 3.596], [-1.671, -3.492, 3.116], [-0.140, -2.965, 3.898], [1.381, -3.949, 3.193], [2.224, -5.875, 2.089], [1.779, -6.233, -0.312], [0.651, -4.515, -1.629], [-5.154, -2.316, -1.913], [-5.245, -3.013, -4.240], [-4.266, -3.613, -6.301], [-2.219, -4.000, -7.760], [0.064, -3.974, -6.595], [0.268, -3.146, -4.320], [4.963, -1.104, -5.246], [4.204, -0.173, -4.582], [4.733, 1.043, -4.082], [3.886, 1.918, -3.473], [2.537, 1.717, -3.382], [2.064, 0.573, -3.808], [0.231, 0.119, -3.832], [2.844, -0.397, -4.448], [5.811, -0.745, -5.517], [5.804, 1.306, -4.228], [4.223, 2.886, -3.042], [2.410, -1.290, -4.920], [-0.205, 3.909, -1.435], [-1.245, 4.074, -0.346], [-1.568, 5.531, 0.054], [-0.966, 2.646, 0.932], [-2.100, 3.061, 2.401], [-2.266, 1.790, 3.216], [-1.637, 4.212, 3.297], [0.673, 2.955, 1.581], [1.222, 4.225, 1.639], [2.409, 4.499, 2.304], [2.999, 5.862, 2.472], [3.158, 3.409, 2.759], [2.708, 2.104, 2.490], [1.387, 1.839, 2.009], [0.938, 0.549, 1.869], [1.653, -0.441, 2.437], [1.885, -0.558, 3.824], [1.365, 0.411, 4.827], [2.808, -1.522, 4.300], [3.444, -2.455, 3.515], [4.537, -3.341, 4.034], [2.945, -2.679, 2.127], [2.081, -1.574, 1.516], [2.690, -1.012, 0.223], [-0.139, 4.844, -2.001], [-0.621, 3.203, -2.189], [0.804, 3.605, -1.161], [-2.171, 3.710, -0.841], [-0.661, 6.072, 0.320], [-2.271, 5.591, 0.907], [-2.031, 6.044, -0.806], [-2.999, 3.348, 1.862], [-1.368, 1.253, 3.353], [-2.971, 1.109, 2.789], [-2.591, 2.023, 4.242], [-0.889, 3.900, 4.017], [-2.471, 4.661, 3.906], [-1.111, 5.033, 2.732], [0.755, 5.080, 1.118], [3.738, 6.071, 1.695], [3.535, 5.893, 3.417], [2.253, 6.654, 2.524], [4.122, 3.580, 3.288], [3.243, 1.213, 2.749], [0.413, 0.850, 4.518], [2.058, 1.237, 5.106], [1.197, -0.170, 5.781], [3.014, -1.568, 5.402], [4.524, -4.311, 3.412], [4.396, -3.705, 5.070], [5.512, -2.827, 3.907], [3.745, -3.043, 1.409], [2.746, -1.810, -0.517], [3.775, -0.729, 0.343], [2.211, -0.136, -0.213], [-5.309, 0.104, -4.689], [-5.324, 0.321, -3.555], [-5.312, 0.423, -2.145], [-6.295, -0.122, -1.308], [-6.133, 0.120, 0.048], [-4.999, 0.781, 0.505], [-4.011, 1.286, -0.271], [-4.181, 1.033, -1.605], [-7.182, -0.620, -1.718], [-6.843, -0.211, 0.775], [-4.817, 0.952, 1.576], [-3.400, 1.441, -2.248]],
  "forces_ev_per_angstrom": [[0.79, 0.45, 0.41], [-0.13, 2.26, -1.13], [0.06, 0.32, 0.12], [1.22, 0.19, 0.73], [-1.08, 0.82, 0.48], [0.25, -2.29, -1.37], [2.46, -0.12, 2.21], [-1.08, 2.17, 1.84], [0.92, -2.31, -2.14], [-0.80, 1.16, -1.09], [-0.42, 0.31, 0.90], [1.07, 0.84, 0.14], [0.97, -1.24, 0.37], [-0.13, 0.48, -0.56], [-0.88, -0.06, -1.22], [0.34, 0.17, 2.23], [2.07, 0.07, -0.33], [0.28, -0.82, 0.50], [0.06, -0.37, -1.88], [0.53, 0.24, 0.88], [-0.55, 0.25, 0.69], [-0.31, 0.58, -0.42], [0.70, -1.57, -0.01], [-0.29, -0.38, 0.21], [0.19, 0.01, 0.49], [0.54, 0.69, -1.11], [-0.16, 0.62, -0.48], [-0.47, 0.08, 0.47], [-0.21, 0.06, -0.62], [0.10, 0.01, 0.06], [-1.09, -0.07, -0.41], [-0.16, 0.34, -0.54], [-0.05, 0.24, 1.50], [-0.77, 0.21, -0.18], [-0.52, -0.33, -0.16], [-0.86, 0.40, 0.46], [0.45, 0.50, -0.29], [1.14, -0.68, -0.55], [-1.41, 0.92, 0.40], [0.09, -0.15, 0.64], [1.51, -0.18, -0.98], [-0.59, 0.49, 0.46], [0.28, -0.70, -0.31], [0.13, 0.18, 0.14], [-0.88, -0.32, 0.25], [-0.14, -0.87, -0.49], [0.17, 0.45, 0.45], [-0.31, 0.04, -1.51], [-1.20, -1.18, 0.40], [-0.04, -0.33, 0.37], [-0.48, 1.43, -0.60], [0.76, 0.04, -0.54], [-0.94, 0.84, 0.86], [0.19, 1.36, -0.21], [-0.63, -0.33, -0.38], [0.34, 1.38, -0.13], [0.29, -0.49, -0.12], [-0.04, 0.24, 0.19], [-0.03, -1.39, -0.19], [-0.61, 0.80, 0.59], [1.54, 0.55, 0.03], [-2.22, 0.11, -1.23], [0.65, -1.98, 3.32], [-0.71, 1.11, -2.98], [-0.27, -0.20, 1.31], [1.89, -2.71, 0.34], [-0.82, 1.24, 1.49], [-0.06, -1.69, -0.90], [0.49, -1.35, -0.22], [-1.18, 0.37, -0.49], [1.12, -0.33, -0.25], [0.22, 0.03, 0.13], [0.68, 0.11, 0.50], [-0.08, -0.01, 0.20], [0.17, 0.13, 0.54], [-0.10, 0.17, 0.01], [0.32, -0.03, -0.47], [0.21, -0.24, 0.29], [-0.43, -0.09, 0.20], [1.39, -0.49, -0.04], [-0.67, -0.51, -0.38], [-0.22, -0.02, -0.29], [0.19, -0.40, 0.13], [0.59, -0.47, -0.78], [-0.81, -0.70, 0.48], [0.00, -0.70, 0.58], [-0.16, 0.14, -0.07], [0.12, 0.05, 0.13], [-0.01, 0.00, -0.28], [-0.77, -0.24, -0.57], [0.70, 0.04, 0.26], [0.14, 0.07, 0.03], [-0.28, -0.44, -0.40], [0.01, 0.68, -0.83], [-0.01, 0.32, -1.10], [0.38, 1.38, 0.77], [0.13, 0.64, -0.37], [-0.38, -0.56, 0.18], [-0.79, 0.47, 0.81], [-0.21, -0.02, -0.23], [-0.99, -0.18, 0.43], [-0.31, -0.12, 0.14], [-0.02, 0.38, 0.66], [-0.36, -0.82, -1.56], [0.56, 0.11, 0.67], [-0.10, 0.86, 0.06], [0.36, -0.20, -0.27], [1.10, 0.79, 0.17], [-1.19, -1.52, -1.19], [0.13, 1.18, 1.60], [0.46, 0.19, 0.20], [-0.36, -0.23, 0.20], [-0.47, -0.13, -0.44], [-0.20, -0.22, -0.02]]
}